Entry 1:
The following is a quantum chemistry calculation of a cluster of 2 separate species, C8H15F2NO2 in total in a non-equilibrium geometry, from OMol25.

Each line ends with the Mulliken charge.
Geometry (Å):
F (-2.115, -0.171, -3.308)  -0.30
C (1.214, -0.992, 2.478)  -1.69
H (2.075, -1.633, 2.709)  0.35
H (2.550, 0.859, 1.366)  0.24
C (-3.119, 0.961, -1.423)  -0.85
C (-2.061, 0.884, -2.459)  0.62
C (0.838, -0.910, 0.972)  1.78
O (-0.484, 1.290, 0.463)  -0.52
H (-3.311, 0.019, -1.038)  0.32
F (-1.962, 1.941, -3.311)  -0.30
C (1.906, -1.576, 0.124)  -1.90
H (-1.369, -1.022, 0.966)  0.44
H (-0.705, -1.675, -0.414)  0.38
H (2.802, -0.946, 0.104)  0.38
C (0.867, 0.543, 0.576)  1.04
H (-3.983, 1.520, -1.768)  0.36
C (0.163, 0.933, -0.747)  -0.54
H (-0.592, -2.530, 0.972)  0.47
N (1.894, 1.384, 0.949)  -0.47
H (1.435, -0.017, 2.907)  0.41
H (0.423, -1.350, 3.044)  0.47
H (0.178, 2.553, -1.789)  0.36
C (-0.447, -1.522, 0.631)  -2.02
H (2.099, -2.540, 0.514)  0.55
H (-2.733, 1.534, -0.564)  0.22
O (0.858, 1.937, -1.458)  -0.49
H (2.107, 2.078, 0.333)  0.23
H (1.472, -1.553, -0.829)  0.46

Values from the calculation:
Orbital gap (alpha / beta)   0.319 / 0.313 Ha
LUMO energy (alpha / beta)   0.04 / 0.35 eV

Entry 2:
The following is a quantum chemistry calculation of a cluster of 8 separate species, C32H48O24 in total in a non-equilibrium geometry, from OMol25.

Each line ends with the Mulliken charge.
Geometry (Å):
H (-2.298, -4.538, -4.332)  0.26
C (-3.175, 0.705, 5.352)  0.12
C (2.612, -0.697, -3.800)  -1.21
H (5.296, -1.336, 3.645)  0.41
O (1.787, -4.197, -3.187)  -0.40
O (-2.763, 0.852, -3.866)  -0.62
C (2.279, 6.130, -2.369)  -1.46
H (1.469, 4.996, -4.039)  0.33
C (2.746, -3.349, -3.780)  -0.55
C (0.252, 2.200, 3.151)  0.37
H (3.189, -0.700, -2.875)  0.25
C (-3.371, 2.816, -1.057)  0.47
H (-5.733, -0.230, 5.292)  0.36
C (1.627, -0.701, -0.011)  -0.23
O (0.885, -2.267, -3.155)  -0.03
H (-5.483, -1.964, 5.096)  0.35
O (0.937, 2.541, 4.182)  -0.39
H (2.978, 6.694, -2.987)  0.43
C (-3.921, -3.705, -3.068)  0.80
H (-1.661, 2.198, 0.118)  -0.04
H (-3.980, -5.105, -4.715)  0.40
C (1.304, 2.824, -2.315)  0.30
C (4.821, -4.160, 2.263)  -0.65
H (2.908, 1.068, 2.661)  -0.70
O (-0.178, -3.938, -2.125)  -0.53
H (2.205, -0.389, 0.859)  -0.21
H (3.895, 4.153, -2.406)  0.37
O (-1.997, -1.045, -0.032)  -0.15
O (-6.681, -1.885, -2.408)  -0.61
H (2.786, 2.543, 0.467)  0.06
H (-2.512, 0.893, 4.507)  -0.24
O (3.898, -4.884, 1.440)  -0.32
H (4.651, -2.071, 1.351)  0.24
H (1.657, -2.278, -5.083)  0.28
H (5.844, -4.331, 1.928)  0.33
H (4.318, -2.579, 4.397)  0.38
O (-2.332, 3.022, -3.152)  -0.35
H (2.888, 3.427, 4.233)  0.33
H (2.788, 1.620, 4.489)  0.30
C (2.374, 2.496, 3.990)  -0.36
O (-4.478, -1.654, -2.134)  -0.19
C (0.162, -0.204, 0.078)  1.24
H (4.255, 2.607, 1.437)  0.41
H (3.566, 3.806, -4.115)  0.29
H (-2.709, -1.928, -3.447)  0.09
H (2.860, 5.927, -1.469)  0.29
H (-3.181, 1.956, 0.960)  0.51
C (4.387, -1.926, 3.527)  -1.36
C (-3.357, -4.281, -4.367)  -1.50
C (-3.617, -0.728, 5.333)  0.70
H (3.581, -3.181, -3.101)  0.30
H (4.799, -4.555, 3.279)  0.31
H (-2.895, -1.323, 4.776)  0.17
H (0.124, 0.882, -0.013)  -0.63
O (1.058, 1.793, 2.243)  0.04
H (-3.176, 4.646, -2.084)  0.39
O (1.806, -4.561, 0.749)  -0.59
O (2.545, 2.647, -2.697)  -0.33
H (-4.412, 3.094, -0.891)  0.30
C (1.935, -2.101, -4.044)  0.36
O (-3.317, 1.643, -1.778)  -0.18
H (-1.671, 4.076, -1.411)  0.15
O (-5.221, -3.311, -3.395)  -0.36
C (-5.560, -2.270, -2.623)  0.44
H (-3.514, -3.535, -5.146)  0.43
O (-2.524, -0.193, 8.559)  -0.55
C (-3.348, -2.380, -2.689)  0.10
C (-2.556, 3.757, -1.961)  -0.38
C (-0.900, -0.772, -0.855)  1.77
C (3.131, 3.837, -3.116)  -0.63
O (-3.594, -1.072, 6.721)  -0.42
C (4.339, -2.677, 2.202)  0.64
H (1.788, 0.011, -3.704)  0.12
H (2.062, -0.302, -0.927)  -0.25
C (3.189, 2.833, 1.437)  -1.37
O (0.510, 1.944, -2.109)  -0.06
C (2.404, 2.028, 2.543)  1.32
C (0.732, -3.502, -2.811)  0.64
O (-2.382, -1.172, 2.193)  -0.68
H (-3.962, 1.460, 5.360)  0.25
O (-0.944, 2.244, 3.070)  -0.50
C (-2.661, 2.609, 0.259)  -1.33
H (1.424, 6.775, -2.165)  0.34
H (1.647, -1.791, -0.010)  -0.10
H (3.130, -3.755, -4.716)  0.32
O (-0.346, -0.655, 1.347)  -0.44
O (-2.306, 0.759, 6.490)  -0.32
O (3.005, -3.016, 1.997)  -0.22
H (-3.905, -4.390, -2.220)  0.32
C (-1.626, -0.978, 1.259)  0.45
C (1.959, 4.803, -3.084)  0.36
H (-2.434, 3.538, 0.781)  0.49
H (-0.471, -1.677, -1.287)  -0.78
C (-2.808, -0.146, 7.394)  0.60
H (-1.102, -0.059, -1.654)  -0.15
H (3.342, -0.406, -4.554)  0.48
H (-5.137, -0.898, 3.762)  0.33
H (3.583, -1.201, 3.657)  0.19
C (2.833, -4.150, 1.316)  0.66
O (1.062, 4.146, -2.254)  -0.30
H (3.122, 3.921, 1.480)  0.48
C (-5.081, -0.982, 4.847)  -1.32
C (-2.805, 1.770, -3.001)  0.72
H (-2.647, -2.609, -1.887)  -0.13

Values from the calculation:
Orbital gap   0.351 Ha
LUMO energy   -0.29 eV
SMILES   C[C@H]1COC(=O)O1.C[C@H]1COC(=O)O1.C[C@H]1COC(=O)O1.C[C@H]1COC(=O)O1.C[C@H]1COC(=O)O1.C[C@H]1COC(=O)O1.C[C@H]1COC(=O)O1.C[C@H]1COC(=O)O1
Energy above the lowest of the compared OMol25 structures with the same formula, charge and spin   3.2740 eV

Entry 3:
The following is a quantum chemistry calculation of a cluster of 2 separate species, C4H14N2O in total in a non-equilibrium geometry, from OMol25.

Each line ends with the Mulliken charge.
Geometry (Å):
H (-0.327, 0.678, -1.903)  0.22
H (-0.610, 0.443, 1.377)  0.33
N (0.321, 0.024, -2.292)  -0.52
H (0.719, -1.401, 3.320)  0.19
C (0.898, -0.348, -0.029)  -1.00
C (-0.476, -0.404, 0.652)  -0.41
H (2.119, -0.888, -1.562)  0.17
H (1.024, 0.705, -0.155)  0.40
H (-0.702, -1.900, 3.682)  0.21
N (-0.294, -1.408, 2.949)  -0.56
H (-0.105, -0.381, -3.138)  0.22
H (-1.367, 4.658, -1.184)  0.33
H (-1.288, -0.370, -0.221)  0.22
O (-0.468, 4.720, -1.617)  -0.64
H (0.702, -1.930, -1.431)  0.37
H (-0.200, -2.416, 0.869)  0.17
H (-1.831, -1.995, 1.475)  0.29
H (1.663, -0.773, 0.703)  0.31
C (0.950, -0.939, -1.429)  -0.22
C (-0.688, -1.634, 1.549)  -0.39
H (-0.041, 5.561, -1.617)  0.31

Values from the calculation:
Orbital gap   0.358 Ha
LUMO energy   0.90 eV
SMILES   NCCCCN.O
Energy above the lowest of the compared OMol25 structures with the same formula, charge and spin   2.8626 eV

Entry 4:
The following is a quantum chemistry calculation of a structure of composition C29H35N7P2Sn in a non-equilibrium geometry, from OMol25.

Each line ends with the Mulliken charge.
Geometry (Å):
C (0.451, -0.228, -4.439)  -0.85
H (-6.250, -0.992, -4.661)  0.44
Sn (0.011, -0.014, 5.474)  1.38
C (1.026, 2.516, 3.931)  -0.82
C (4.019, 1.341, -2.003)  -0.50
C (-1.529, 0.763, 4.022)  -0.42
H (-5.620, -3.374, -3.502)  0.43
C (3.595, 0.310, -3.975)  -0.05
P (1.351, -1.241, -3.176)  -0.20
H (-1.573, 1.064, -0.366)  0.14
H (0.926, -0.417, -5.409)  0.49
C (1.238, -0.038, 3.616)  -0.10
H (-2.330, 4.340, -3.122)  0.46
N (1.912, -2.533, -4.185)  0.45
C (-2.155, 3.362, -2.694)  -1.00
C (4.377, 1.275, -3.385)  -0.68
H (0.847, 2.571, 2.854)  0.33
H (4.452, 1.987, -1.252)  0.41
H (3.102, -4.132, -6.799)  0.44
C (-5.348, -1.225, -4.112)  -0.65
C (-0.271, 0.689, 8.609)  0.70
H (2.423, 1.114, 4.941)  0.56
H (-1.785, 0.254, 1.962)  0.58
H (2.486, 0.129, -0.902)  0.27
C (-1.038, -0.599, -4.451)  -1.06
C (-0.252, 2.909, 4.711)  -0.80
C (2.283, -2.552, -5.531)  -0.23
C (1.550, 1.136, 4.293)  -0.59
H (2.170, -1.681, -6.158)  0.36
C (-5.020, -2.475, -3.501)  -0.51
H (1.945, -3.992, -2.610)  0.39
H (3.558, -0.049, -4.992)  0.33
C (2.751, -3.807, -5.828)  -0.66
C (2.678, -4.596, -4.639)  -0.61
H (2.962, -5.633, -4.532)  0.42
C (-2.074, 2.188, -3.400)  -0.30
C (3.034, 0.407, -1.791)  -0.22
N (-1.825, 1.153, -2.496)  0.52
H (0.039, 3.287, 5.697)  0.45
C (-0.048, -0.181, 10.987)  0.38
H (-0.018, -1.228, 2.399)  0.43
C (-1.006, 0.688, 2.597)  -0.77
N (-0.279, 0.810, 10.020)  -0.49
C (1.382, -1.215, 6.471)  -1.29
H (-0.828, 1.698, 2.216)  0.29
H (-2.402, 0.152, 4.241)  0.69
C (-1.759, 1.705, -1.215)  -0.28
H (-1.952, 3.759, -0.489)  0.42
C (-3.803, -2.319, -2.880)  -0.36
H (-0.760, 3.741, 4.198)  0.39
H (1.905, -0.886, 3.756)  0.61
N (0.134, -0.955, 11.835)  -0.35
H (1.805, 3.253, 4.150)  0.43
P (-1.718, -0.561, -2.728)  -0.34
N (2.770, -0.237, -2.999)  0.29
C (-4.319, -0.349, -3.854)  -0.04
H (-1.882, 1.889, 5.786)  0.63
H (1.290, -1.106, 7.556)  0.36
H (-2.159, 2.001, -4.459)  0.48
C (-1.957, 3.058, -1.312)  -0.31
N (-3.367, -1.011, -3.088)  0.34
H (-4.183, 0.685, -4.129)  0.39
H (1.176, -2.264, 6.220)  0.40
H (5.141, 1.857, -3.883)  0.45
H (0.779, 0.063, 1.510)  -0.02
C (-1.216, 1.765, 4.935)  -0.59
N (-0.261, 0.584, 7.439)  -0.81
H (-3.195, -3.005, -2.309)  0.38
H (-1.628, 0.102, -5.052)  0.43
C (2.164, -3.797, -3.650)  -0.36
H (-1.159, -1.596, -4.885)  0.49
H (2.413, -0.984, 6.175)  0.35
C (0.273, -0.173, 2.459)  -0.47
H (0.556, 0.838, -4.217)  0.53

Values from the calculation:
Orbital gap (alpha / beta)   0.063 / 0.053 Ha
LUMO energy (alpha / beta)   -10.23 / -10.23 eV
Total charge   +2
Energy above the lowest of the compared OMol25 structures with the same formula, charge and spin   1.7812 eV

Number 1: M 195.21 g mol⁻¹. Number 2: M 816.71 g mol⁻¹. Number 3: M 106.17 g mol⁻¹. Number 4: M 662.31 g mol⁻¹.